(1)
Entry from the OMol25 dataset: the ion C22H25Br2 with charge +1 in a non-equilibrium geometry (ωB97M-V/def2-TZVPD).

As for the total charge: +1. The calculation puts the HOMO-LUMO gap at 4.9 eV.

Bonds (Å) are listed after each position.
CARTESIAN COORDINATES (ANGSTROEM)
1 Br -5.573 -0.285 -6.363  C6 1.882
2 Br -2.253 1.550 6.174  C18 1.891
3 C 2.012 0.495 0.718  C4 1.481, C12 1.481, C21 1.501
4 C 0.779 0.378 -0.094  C3 1.481, C5 1.501, H37 1.112, H46 1.108
5 C -0.439 -0.309 0.451  C4 1.501, C13 1.571, C16 1.532, H48 1.107
6 C -4.356 -0.485 -4.941  Br1 1.882, C15 1.406, C20 1.403
7 C -1.528 -0.902 -1.757  C16 1.352, C22 1.451, H45 1.096
8 C -2.368 1.463 3.322  C17 1.403, C18 1.397, H39 1.088
9 C 3.954 -0.656 1.760  C21 1.543, H29 1.096, H30 1.098, H32 1.097
10 C -3.559 0.191 -2.745  C20 1.396, C22 1.416, H42 1.092
11 C 4.283 0.692 -0.270  C21 1.544, H28 1.097, H38 1.097, H41 1.096
12 C 2.068 1.664 1.625  C3 1.481, H33 1.106, H40 1.097, H49 1.102
13 C -0.873 0.182 1.878  C5 1.571, C17 1.396, C24 1.405
14 C -2.438 -1.590 -3.955  C15 1.391, C22 1.413, H44 1.092
15 C -3.346 -1.460 -5.001  C6 1.406, C14 1.391, H36 1.086
16 C -1.533 -0.179 -0.615  C5 1.532, C7 1.352, H43 1.085
17 C -1.937 1.071 2.045  C8 1.403, C13 1.396, H34 1.084
18 C -1.734 0.952 4.457  Br2 1.891, C8 1.397, C23 1.404
19 C 3.054 -1.501 -0.437  C21 1.538, H25 1.098, H31 1.098, H47 1.098
20 C -4.465 0.323 -3.799  C6 1.403, C10 1.396, H26 1.086
21 C 3.282 -0.251 0.430  C3 1.501, C9 1.543, C11 1.544, C19 1.538
22 C -2.524 -0.773 -2.804  C7 1.451, C10 1.416, C14 1.413
23 C -0.663 0.055 4.312  C18 1.404, C24 1.406, H35 1.090
24 C -0.254 -0.340 3.027  C13 1.405, C23 1.406, H27 1.094
25 H 2.357 -2.195 0.050  C19 1.098
26 H -5.256 1.065 -3.745  C20 1.086
27 H 0.557 -1.066 2.919  C24 1.094
28 H 4.535 1.546 0.369  C11 1.097
29 H 3.288 -1.290 2.355  C9 1.096
30 H 4.873 -1.213 1.537  C9 1.098
31 H 4.018 -2.011 -0.574  C19 1.098
32 H 4.227 0.227 2.351  C9 1.097
33 H 1.761 2.573 1.075  C12 1.106
34 H -2.455 1.483 1.187  C17 1.084
35 H -0.147 -0.319 5.196  C23 1.090
36 H -3.271 -2.101 -5.875  C15 1.086
37 H 0.479 1.433 -0.274  C4 1.112
38 H 3.875 1.068 -1.216  C11 1.097
39 H -3.186 2.173 3.418  C8 1.088
40 H 3.065 1.853 2.039  C12 1.097
41 H 5.205 0.138 -0.481  C11 1.096
42 H -3.637 0.849 -1.877  C10 1.092
43 H -2.320 0.542 -0.418  C16 1.085
44 H -1.635 -2.327 -4.015  C14 1.092
45 H -0.729 -1.631 -1.928  C7 1.096
46 H 1.033 -0.043 -1.086  C4 1.108
47 H 2.672 -1.234 -1.431  C19 1.098
48 H -0.251 -1.396 0.543  C5 1.107
49 H 1.354 1.592 2.461  C12 1.102

Atomic partial charges in e from the Löwdin method, atoms 1 to 4: 0.772 0.777 -0.015 -0.096

=====

(2)
Entry from the OMol25 dataset: the molecule C3H8S in a non-equilibrium geometry (ωB97M-V/def2-TZVPD).

Its relative energy (zero: lowest compared OMol25 entry of this formula, charge and spin) is 1.8164 eV. As for the total charge: 0. The calculation puts the HOMO-LUMO gap at 9.3 eV. Its SMILES is CCSC.

Bonds (Å) are listed after each position.
CARTESIAN COORDINATES (ANGSTROEM)
1 S 1.113 0.889 -0.061  C3 2.097, C4 2.155
2 C -1.595 1.068 0.459  C3 1.514, H6 1.086, H9 1.097, H11 1.087
3 C -0.713 -0.122 0.145  S1 2.097, C2 1.514, H5 1.092, H10 1.089
4 C 1.958 -1.037 -0.531  S1 2.155, H7 1.089, H8 1.071, H12 1.087
5 H -0.596 -0.898 0.905  C3 1.092
6 H -2.160 1.320 -0.434  C2 1.086
7 H 1.600 -1.531 0.371  C4 1.089
8 H 2.955 -0.646 -0.525  C4 1.071
9 H -2.304 0.875 1.273  C2 1.097
10 H -0.852 -0.573 -0.835  C3 1.089
11 H -0.915 1.869 0.738  C2 1.087
12 H 1.510 -1.215 -1.505  C4 1.087

Atomic partial charges in e from the Löwdin method, atoms 1 to 4: 0.587 -0.223 -0.402 -0.217

=====

(3)
Entry from the OMol25 dataset: a cluster of 3 separate species, C3H10O4 in total in a non-equilibrium geometry (ωB97M-V/def2-TZVPD).

Its relative energy (zero: lowest compared OMol25 entry of this formula, charge and spin) is 0.4171 eV. As for the multiplicity: 2. As for the total charge: -1. The calculation puts the HOMO-LUMO gap (alpha / beta) at 7.8 / 7.3 eV.

Bonds (Å) are listed after each position.
CARTESIAN COORDINATES (ANGSTROEM)
1 O 0.180 -0.152 -0.880  C6 1.410, H15 0.985
2 O -2.228 -1.356 0.910  H14 1.117, H17 0.916
3 O 0.111 1.231 0.948  C6 1.463, H12 0.965
4 O -2.572 0.208 -0.921  H8 0.963
5 C 2.077 -0.017 0.538  C6 1.489, C7 1.498, H16 1.086
6 C 0.591 -0.065 0.467  O1 1.410, O3 1.463, C5 1.489, H13 1.091
7 C 2.866 0.268 -0.704  C5 1.498, H9 1.099, H10 1.085, H11 1.092
8 H -3.416 0.369 -1.356  O4 0.963
9 H 3.037 -0.664 -1.260  C7 1.099
10 H 2.408 0.982 -1.380  C7 1.085
11 H 3.871 0.544 -0.379  C7 1.092
12 H 0.931 1.720 1.087  O3 0.965
13 H 0.081 -0.868 1.001  C6 1.091
14 H -2.575 -0.687 0.085  O2 1.117
15 H -0.722 0.243 -0.898  O1 0.985
16 H 2.680 -0.620 1.211  C5 1.086
17 H -2.944 -1.787 1.287  O2 0.916

Atomic partial charges in e from the Löwdin method, atoms 1 to 4: -0.048 -0.208 -0.025 -0.383

=====

(4)
Entry from the OMol25 dataset: the ion C4H5Cl2N2O2 with charge +1 in a non-equilibrium geometry (ωB97M-V/def2-TZVPD).

As for the multiplicity: 3. As for the total charge: +1. The calculation puts the HOMO-LUMO gap (alpha / beta) at 8.7 / 6.2 eV.

Bonds (Å) are listed after each position.
CARTESIAN COORDINATES (ANGSTROEM)
1 Cl 1.988 2.180 0.252  C10 1.763
2 Cl 2.239 -1.770 -0.606  C8 1.756
3 O -2.656 -0.020 -1.122  N5 1.211
4 O -2.985 -0.309 1.028  N5 1.199
5 N -2.330 -0.141 0.038  O3 1.211, O4 1.199, C9 1.479
6 N -0.351 0.959 -0.673  C9 1.254, C10 1.516, H11 1.063
7 C -0.016 -0.829 0.781  C8 1.595, C9 1.460, H12 1.115, H15 1.119
8 C 1.450 -0.466 0.267  Cl2 1.756, C7 1.595, C10 1.573, H14 1.078
9 C -0.881 0.144 0.120  N5 1.479, N6 1.254, C7 1.460
10 C 1.156 0.847 -0.547  Cl1 1.763, N6 1.516, C8 1.573, H13 1.027
11 H -0.830 1.473 -1.470  N6 1.063
12 H -0.261 -1.856 0.420  C7 1.115
13 H 1.476 0.833 -1.522  C10 1.027
14 H 2.042 -0.217 1.132  C8 1.078
15 H -0.041 -0.826 1.900  C7 1.119

Atomic partial charges in e from the Löwdin method, atoms 1 to 4: 0.735 0.716 0.241 0.262